Record 1
Computed, not measured: a cluster of 2 separate species, C3H7NOS2 in total in a non-equilibrium geometry, with ωB97M-V with the def2-TZVPD basis set.

## Properties
**E_LUMO (alpha / beta)**: -1.182 / -1.183 eV
**Net charge**: 0
**Kohn-Sham gap (alpha / beta)**: 4.697 / 4.694 eV
**2S+1**: 1
**E_HOMO (alpha / beta)**: -5.878 / -5.876 eV

Geometry as XYZ:
```
14
Properties=species:S:1:pos:R:3:forces:R:3:nbo_charge:R:1
C -1.0965 0.1212 0.7355 2.706 0.337 -1.910 0.7997
C -2.9707 -1.1954 1.0664 -1.420 -2.331 0.467 -0.2933
C 2.1652 0.0010 -1.1364 -0.439 -2.849 -0.750 -0.7706
N -0.0286 0.1147 0.2440 -1.586 -0.649 1.735 -0.4389
O -2.2923 0.1585 1.0023 -2.739 -1.141 1.131 -0.4085
S 2.4674 2.7745 -0.1830 -0.553 0.130 2.106 -0.8883
S 1.4606 -0.7308 0.3653 0.182 1.342 -1.276 0.4905
H -2.5951 -1.8907 0.2774 -0.194 1.141 0.228 0.2219
H -4.1249 -1.2131 1.0756 1.956 1.290 -0.622 0.2492
H -2.7986 -1.7620 2.0161 0.686 1.238 -0.403 0.2229
H 1.6033 -0.3396 -2.0477 0.588 -0.077 0.869 0.2058
H 3.1356 -0.4814 -1.0315 0.429 0.106 -0.636 0.2216
H 2.2848 1.0872 -1.1091 -0.072 0.532 0.714 0.2872
H 2.7899 3.3561 -1.2748 0.456 0.930 -1.653 0.1009
```
Forces are in eV/Å.

Record 2
Computed, not measured: a structure of composition C12H6MnN3O8, with ωB97M-V with the def2-TZVPD basis set.

## Properties
**E_LUMO (alpha / beta)**: 2.043 / 2.229 eV
**Net charge**: -1
**Kohn-Sham gap (alpha / beta)**: 8.564 / 8.356 eV
**⟨S²⟩**: 0.759
**2S+1**: 2
**E_HOMO (alpha / beta)**: -6.521 / -6.127 eV

Geometry as XYZ:
```
30
Properties=species:S:1:pos:R:3:forces:R:3:nbo_charge:R:1
Mn -0.5780 -0.7928 -0.0031 0.034 -0.982 -0.002 1.3930
O -0.3731 4.0248 0.0036 0.011 0.037 0.000 -0.6921
C -0.4449 2.7970 0.0020 0.018 0.075 -0.001 0.7527
O 0.4717 1.9409 0.0004 0.017 0.099 0.000 -0.8173
C -1.8470 2.1883 0.0016 -0.101 -0.298 0.000 0.1226
C -2.9343 3.0479 0.0031 -0.076 0.024 0.000 -0.2220
C -4.2166 2.5352 0.0028 -0.023 0.061 0.000 -0.1649
C -4.3827 1.1627 0.0010 0.023 -0.001 0.000 -0.2191
C -3.2593 0.3602 -0.0004 0.371 0.343 0.001 0.0884
N -1.9982 0.8494 -0.0003 -0.176 0.105 0.000 -0.4985
C -3.3995 -1.1403 -0.0022 -0.104 -0.262 0.000 0.7416
O -4.5151 -1.6346 -0.0023 0.063 0.021 0.000 -0.6451
O -2.2773 -1.7633 -0.0033 0.325 0.364 0.000 -0.7640
H -2.7194 4.1062 0.0045 -0.003 0.001 0.000 0.2527
H -5.0753 3.1949 0.0039 -0.004 0.010 0.000 0.2108
H -5.3488 0.6808 0.0007 -0.002 -0.031 0.000 0.2474
O 4.6097 -3.5263 0.0172 0.036 0.042 0.032 -0.6894
C 4.8344 -2.2214 0.0005 0.030 -0.087 0.052 0.7838
O 5.9545 -1.7626 -0.0046 -0.016 0.013 -0.024 -0.6171
C 3.6450 -1.3361 -0.0025 -0.069 0.053 -0.030 -0.2717
C 3.6899 0.0504 -0.0056 0.056 -0.065 0.019 0.0259
N 2.4364 0.4983 -0.0043 -0.097 -0.002 -0.011 -0.3029
N 1.5572 -0.5066 -0.0037 -0.030 -0.021 -0.004 -0.3394
C 2.2714 -1.6275 -0.0040 0.111 0.237 0.022 0.0419
C 1.4745 -2.8801 -0.0066 -0.136 0.018 -0.020 0.7708
O 2.0448 -3.9775 -0.0126 -0.019 -0.024 0.047 -0.6761
O 0.2242 -2.6639 -0.0064 -0.271 0.213 0.000 -0.7402
H 3.6267 -3.7503 0.0315 -0.020 0.022 -0.084 0.5110
H 4.5395 0.7102 -0.0064 0.013 0.014 0.000 0.2349
H 1.9895 1.4362 -0.0045 0.039 0.018 0.002 0.4822
```
Forces are in eV/Å.

Record 3
Computed, not measured: a structure of composition Be5Ca2O28P7Sr2 in a non-equilibrium geometry, with ωB97M-V with the def2-TZVPD basis set.

## Properties
**E_LUMO**: 2.392 eV
**Net charge**: -3
**Kohn-Sham gap**: 2.336 eV
**2S+1**: 1
**E_HOMO**: 0.056 eV

Geometry as XYZ:
```
44
Properties=species:S:1:pos:R:3:forces:R:3:lowdin_charge:R:1
Sr 0.1646 -0.0981 0.6582 -0.051 2.262 -1.221 1.4401
Sr -1.5487 -2.4326 -2.3341 -0.610 0.883 0.415 1.5786
Ca -0.6808 1.7851 -2.9377 0.057 -1.857 -1.610 1.3698
Ca -0.0389 -3.8123 1.3704 0.098 1.302 0.429 1.4278
Be -0.4205 -1.6330 4.6275 1.625 1.966 -1.968 0.7202
Be 0.3844 3.5199 0.4761 -1.309 -2.815 -1.583 0.9564
Be 2.8104 0.5944 4.5076 -4.950 0.403 -2.569 0.8496
Be 4.2293 -1.6082 0.9801 -3.359 0.134 -0.122 0.5971
Be 2.5780 -0.7680 -2.7296 -3.122 0.465 4.280 1.0772
P 1.8466 -3.2057 -1.1528 -0.548 -0.980 -1.061 -0.0882
O 0.8183 -2.7095 -2.1787 -2.020 2.084 -1.210 -0.5666
O 2.9198 -3.6902 -2.0279 3.433 -2.119 -1.532 -0.3890
O 1.1127 -4.3397 -0.3104 1.209 1.561 -0.654 -0.5645
O 2.4644 -1.8809 -0.5652 0.568 1.877 1.123 -0.4800
P 1.7138 2.3196 -1.7768 0.565 -1.126 -0.428 -0.0611
O 1.1008 0.8190 -1.7768 0.453 -1.497 0.118 -0.5836
O 0.5991 3.3396 -2.1272 1.410 0.038 0.921 -0.4885
O 2.6966 2.0790 -2.8993 1.998 0.189 -1.219 -0.4031
O 2.2959 2.6617 -0.3935 -2.060 1.129 1.537 -0.3348
P -2.4512 -1.6373 0.5279 -3.130 0.277 3.035 -0.0815
O -3.3031 -1.6027 -0.7171 0.582 -0.696 -1.336 -0.3960
O -0.9923 -2.1776 0.2194 -0.838 -0.854 -1.574 -0.7760
O -3.2351 -2.6714 1.4513 2.008 0.119 -0.168 -0.3603
O -2.3244 -0.2823 1.2383 0.790 -1.267 -0.496 -0.3685
P 0.5152 2.0990 3.7035 -3.358 1.871 4.217 0.0640
O -0.2758 3.0966 4.6318 0.989 -1.701 -2.536 -0.4529
O 1.9700 2.5998 3.6997 3.190 -2.402 0.494 -0.4115
O -0.0160 1.9097 2.2431 0.872 0.810 -0.405 -0.4717
O 0.5064 0.6989 4.6679 2.003 -0.759 -1.712 -0.5219
P 1.8914 -1.7174 2.6658 -1.395 0.581 -2.081 -0.2855
O 2.4388 -0.4930 1.9606 2.551 1.270 -0.464 -0.4709
O 2.2218 -2.9722 1.9689 3.055 -3.724 -0.841 -0.4260
O 0.3915 -1.7399 2.2445 -2.358 0.174 4.151 -0.7131
O 2.1883 -1.6794 4.1216 0.556 1.294 3.951 -0.3790
P -2.8299 0.3106 -3.9277 3.571 -5.642 -2.621 -0.0103
O -1.8805 -0.1935 -2.7112 -1.081 0.476 -1.672 -0.6985
O -3.5361 -0.9436 -4.6422 1.707 2.310 1.711 -0.4143
O -1.7476 1.0571 -4.8132 -1.086 -0.511 0.089 -0.4695
O -3.8035 1.3182 -3.5257 -2.656 3.017 1.571 -0.1606
P -2.1515 2.7230 -0.8931 -4.187 2.610 6.179 -0.1410
O -1.6520 4.0967 -0.2819 2.568 -0.617 1.860 -0.2471
O -2.2010 3.1683 -2.2785 -1.890 1.287 -5.045 -0.2613
O -3.5581 2.4463 -0.3003 0.842 0.529 -0.948 -0.1372
O -1.2111 1.6463 -0.6630 3.309 -2.352 0.997 -0.4667
```
Forces are in eV/Å.